{"formula": "C4H12O2S2", "method": "ωB97M-V with the def2-TZVPD basis set", "charge": 0, "lumo_energy_ev": -4.68, "orbital_gap_ev": 3.774, "elements": ["S", "H", "H", "O", "H", "O", "H", "H", "H", "H", "H", "S", "H", "H", "H", "C", "C", "C", "H", "C"], "xyz": [[-0.253, 2.583, 0.051], [-1.135, -1.534, 1.803], [-2.124, 1.033, -0.015], [2.661, 1.415, -0.286], [-1.426, 1.172, -1.626], [0.542, -2.695, 1.429], [0.368, 0.246, -1.262], [-2.411, 2.446, -0.961], [-0.234, 0.541, 1.201], [3.014, 2.269, 0.005], [0.246, -1.233, 2.809], [-1.060, -1.700, -1.220], [1.202, -1.200, -0.880], [1.411, -0.077, 1.022], [1.719, 1.704, -0.357], [0.278, -0.646, -0.647], [0.365, -0.311, 0.866], [-1.616, 1.731, -0.706], [0.060, -2.975, 0.640], [-0.046, -1.431, 1.769]], "forces_ev_per_a": [[-0.754, -0.557, -0.820], [-0.052, 0.000, -0.212], [0.264, 0.121, 0.064], [-0.734, 1.015, 0.097], [0.320, 0.224, -0.145], [-0.186, 0.436, -0.072], [0.031, 0.344, -0.259], [0.151, 0.106, 0.054], [0.098, -0.150, -0.263], [0.547, -0.317, -0.042], [0.109, 0.085, -0.300], [0.438, 1.457, 0.392], [-0.080, 0.013, -0.236], [0.189, 0.168, 0.229], [0.665, -0.630, -0.239], [-0.085, -0.842, 0.730], [-0.163, -0.192, -0.092], [-0.766, 0.011, 0.239], [0.135, -0.231, 0.088], [-0.125, -1.061, 0.786]], "nbo_charge": [0.06, 0.17, 0.24, -0.95, 0.23, -0.72, 0.25, 0.27, 0.22, 0.47, 0.19, 0.10, 0.28, 0.25, 0.46, -0.61, -0.47, -0.83, 0.46, -0.07]}

---

{"formula": "C23H23N6O3RhSSeTe", "method": "ωB97M-V with the def2-TZVPD basis set", "charge": 2, "lumo_energy_ev": -6.81, "orbital_gap_ev": 7.121, "elements": ["S", "N", "C", "C", "H", "C", "H", "H", "H", "H", "C", "C", "H", "Se", "C", "C", "H", "C", "C", "H", "H", "H", "C", "H", "H", "C", "N", "C", "Rh", "C", "H", "C", "C", "N", "C", "H", "C", "N", "O", "H", "H", "H", "N", "H", "C", "C", "C", "H", "Te", "C", "O", "H", "H", "C", "H", "O", "C", "H", "N"], "xyz": [[1.883, -3.538, -0.099], [1.693, 4.852, -3.450], [1.379, 3.797, 0.747], [-3.664, 0.566, 1.750], [-3.945, 2.111, 3.217], [-4.259, -0.475, 1.051], [1.501, 4.475, 1.579], [2.524, -3.979, 2.139], [-6.076, -1.569, 0.697], [0.613, 0.084, 2.884], [1.436, 0.132, -4.496], [1.473, 2.600, -4.003], [1.465, -2.008, -4.657], [1.764, 4.755, -5.221], [1.353, 1.199, -3.603], [1.543, 4.222, -0.557], [0.728, -5.224, 1.100], [3.559, -0.101, 1.642], [-5.742, 0.994, 2.883], [-3.924, -1.384, -0.899], [1.227, -2.346, -2.221], [3.593, -2.782, 1.312], [1.166, 1.971, -1.262], [1.192, -1.447, 2.638], [-3.275, -2.322, 0.444], [1.196, 0.920, -2.252], [1.144, -0.343, -1.773], [1.391, -1.152, -4.001], [1.117, -0.447, 0.284], [-5.606, -0.765, 1.251], [1.775, 5.253, -0.795], [1.017, -5.078, 0.061], [1.538, 3.634, -3.007], [1.574, 2.990, -5.245], [1.045, 2.475, 0.987], [-7.387, -0.265, 2.322], [-4.409, 1.299, 2.671], [0.934, 1.573, 0.003], [3.066, -0.535, 0.495], [3.762, -4.516, 0.958], [0.136, -5.030, -0.576], [0.845, 2.128, 1.989], [1.285, -0.469, 2.361], [2.877, 0.118, 3.587], [3.059, -3.726, 1.223], [-2.203, 0.867, 1.534], [1.256, -1.352, -2.632], [-1.620, 0.528, 2.393], [-1.620, -0.247, -0.186], [1.411, 3.299, -1.591], [0.810, -2.526, 0.425], [1.676, -5.877, -0.280], [-1.997, 1.924, 1.377], [-3.458, -1.311, 0.081], [-6.315, 1.556, 3.608], [4.707, 0.144, 1.870], [-6.342, -0.034, 2.167], [1.557, 0.334, -5.552], [2.572, 0.048, 2.627]], "forces_ev_per_a": [[-0.120, 0.212, 0.324], [0.011, 0.048, -0.049], [-0.156, 0.053, -0.050], [0.015, 0.029, -0.059], [-0.009, -0.007, 0.005], [0.009, -0.005, -0.068], [-0.064, 0.007, -0.001], [0.024, -0.010, 0.004], [0.001, 0.012, -0.002], [-0.160, -0.081, -0.084], [0.039, 0.018, -0.079], [0.036, -0.070, 0.150], [0.009, -0.005, 0.012], [-0.002, -0.031, 0.029], [-0.033, 0.129, -0.100], [-0.011, 0.050, 0.022], [-0.006, -0.004, -0.007], [-0.182, -0.094, -0.178], [0.022, 0.012, 0.020], [0.101, 0.099, -0.068], [-0.008, -0.049, 0.003], [0.050, -0.026, -0.027], [-0.144, -0.005, -0.008], [-0.059, 0.007, 0.110], [-0.038, 0.016, 0.075], [0.123, -0.135, -0.079], [0.474, -0.117, -0.092], [-0.052, -0.018, 0.020], [-2.830, -0.843, -0.362], [0.011, -0.020, 0.020], [0.014, -0.010, 0.019], [-0.093, -0.091, -0.015], [-0.031, -0.132, 0.047], [0.019, 0.049, -0.050], [-0.181, -0.054, -0.070], [0.009, -0.003, 0.001], [-0.002, -0.005, -0.028], [1.446, 0.193, 0.774], [0.525, 0.258, -0.458], [-0.033, -0.007, -0.027], [0.031, -0.011, -0.029], [0.146, -0.010, 0.028], [0.111, -0.026, -0.117], [-0.031, -0.142, 0.026], [0.046, 0.020, 0.079], [0.048, 0.011, 0.225], [-0.171, 0.112, -0.024], [0.055, 0.007, -0.032], [0.057, 1.052, -0.227], [-0.077, 0.103, -0.121], [0.944, -0.113, 0.019], [0.001, 0.009, 0.014], [-0.090, 0.009, -0.067], [0.191, -0.633, 0.308], [-0.008, 0.023, -0.032], [0.048, -0.079, 0.043], [-0.026, -0.022, 0.004], [-0.009, -0.020, 0.006], [0.005, 0.334, 0.223]], "nbo_charge": [1.24, -0.58, -0.22, -0.10, 0.22, 0.02, 0.26, 0.24, 0.23, 0.40, -0.07, 0.11, 0.26, 1.06, -0.07, -0.08, 0.25, 0.85, -0.18, 0.25, 0.21, 0.27, 0.15, 0.40, 0.24, 0.24, -0.42, -0.22, 0.99, -0.21, 0.27, -0.80, 0.08, -0.58, 0.08, 0.24, -0.18, -0.42, -0.72, 0.27, 0.26, 0.21, -0.56, 0.42, -0.82, -0.63, 0.08, 0.21, 0.66, 0.01, -0.96, 0.27, 0.24, -0.61, 0.24, -0.56, -0.18, 0.27, -0.53]}

---

{"formula": "FHI2OP", "method": "ωB97M-V with the def2-TZVPD basis set", "charge": 1, "lumo_energy_ev": [-8.88, -8.88], "orbital_gap_ev": [6.615, 6.615], "elements": ["P", "H", "O", "F", "I", "I"], "xyz": [[0.299, -0.313, -0.113], [-1.431, 1.031, -0.083], [-0.831, 0.567, -0.643], [-1.087, -0.835, 1.971], [0.897, -1.532, -1.951], [2.153, 1.081, 0.820]], "forces_ev_per_a": [[0.001, 0.973, 3.418], [-1.023, 0.742, 1.227], [0.141, -0.370, -1.237], [2.130, 0.584, -3.086], [0.105, -0.700, 0.058], [-1.354, -1.231, -0.381]], "nbo_charge": [1.23, 0.57, -0.97, -0.49, 0.36, 0.29]}

---

The following energy relative to the best compared isomer or geometry (same formula, charge and spin) values (in kJ/mol) correspond, in order, to the records above: 473.9 107.9 451.9.
The following E_tot values (in a.u.) correspond, in order, to the records above: -1106.2608 -4622.2101 -1112.0699.